1.
10
Properties=species:S:1:pos:R:3 method="wB97M-V/def2-TZVPD" spin_multiplicity=1 mol_weight_g_mol=110.515 homo_ev=-10.65 gap_ev=11.5
F 1.35834 1.66351 0.84634
C 0.17273 1.13223 0.31390
Cl -0.59964 2.04227 -0.98525
C 0.38544 -0.17297 -0.35166
C -0.35182 -1.44078 0.07863
O -0.87214 -0.55524 -1.17842
H -0.50557 1.09602 1.19596
H 1.46081 -0.07576 -0.74290
H 0.10788 -2.29325 -0.12644
H -1.15602 -1.39604 0.94984

=====

2.
10
Properties=species:S:1:pos:R:3 method="wB97M-V/def2-TZVPD" spin_multiplicity=1 mol_weight_g_mol=110.515 homo_ev="-10.02 / -10.02" gap_ev="7.5 / 7.5"
C 0.36095 -0.31534 -0.52231
C 1.01153 -0.44101 0.77271
C -0.62839 0.80378 -0.89014
O 0.42222 -1.10764 -1.41234
F -0.86829 1.89392 -0.24503
Cl -2.50637 -0.37091 0.54422
H 1.57525 0.52071 0.92187
H 0.22752 -0.48043 1.64794
H 1.74393 -1.21764 0.90063
H -1.33837 0.71456 -1.71756

=====

The data favor 2; the next most stable structure lies 18.4 kJ/mol above it.

=====

1.
54
Properties=species:S:1:pos:R:3 method="wB97M-V/def2-TZVPD" spin_multiplicity=1 mol_weight_g_mol=380.510 homo_ev=-8.75 gap_ev=9.4
C -4.55681 -4.92432 -2.45716
C -3.06762 -5.08056 -2.16528
O -2.26596 -4.21995 -2.95204
C -2.18690 -2.89784 -2.65810
C -2.74668 -2.28999 -1.53667
C -2.58508 -0.93075 -1.32819
C -1.86832 -0.18383 -2.23736
S -1.67635 1.56253 -1.93710
O -2.96040 2.15595 -1.70373
O -0.84459 2.13465 -2.96321
N -0.86640 1.52218 -0.46310
C 0.51540 1.12872 -0.60942
C 1.10126 0.80538 0.76185
C 0.97234 2.01816 1.69233
C 1.46786 1.61986 3.07967
O 0.74405 1.07609 3.89427
N 2.76381 1.86524 3.35347
C 3.75101 2.52233 2.51774
C 5.06220 2.34415 3.28437
C 4.60338 2.32302 4.74055
C 3.30916 1.52357 4.65989
C -0.49947 2.43199 1.75813
C -1.02751 2.70635 0.35515
C -1.30402 -0.77315 -3.35426
C -1.45209 -2.12840 -3.58214
C -0.85610 -2.79816 -4.77952
H -4.74706 -5.11144 -3.51092
H -4.89729 -3.91934 -2.22084
H -5.12250 -5.63797 -1.86471
H -2.73811 -6.08437 -2.44817
H -2.85911 -4.93868 -1.09823
H -3.30804 -2.86307 -0.81648
H -3.01423 -0.44164 -0.46941
H 1.09589 1.92764 -1.09633
H 0.53761 0.24876 -1.25660
H 2.14614 0.50861 0.65182
H 0.54882 -0.02770 1.19888
H 1.56209 2.84888 1.29602
H 3.79621 2.07323 1.52303
H 3.51214 3.58829 2.41102
H 5.77336 3.13966 3.07244
H 5.51864 1.38826 3.02535
H 5.33186 1.86665 5.40644
H 4.39977 3.33762 5.08438
H 2.58356 1.77280 5.43597
H 3.50089 0.44562 4.70784
H -1.06794 1.62531 2.22063
H -0.61127 3.32606 2.37320
H -0.48938 3.55917 -0.08866
H -2.09271 2.93816 0.36698
H -0.75306 -0.14918 -4.04103
H -1.63695 -3.28422 -5.36184
H -0.15793 -3.57273 -4.46619
H -0.33756 -2.07760 -5.40471

=====

2.
54
Properties=species:S:1:pos:R:3 method="wB97M-V/def2-TZVPD" spin_multiplicity=1 mol_weight_g_mol=380.510 homo_ev=-8.79 gap_ev=9.1
O 1.91948 1.09716 -0.80057
C 2.60060 1.82983 -0.12226
C 2.42244 3.36190 -0.14228
O 1.24786 3.73758 -0.81321
C 0.06678 3.22025 -0.38447
C -1.01304 3.36274 -1.26051
C -2.24685 2.84061 -0.93294
C -2.41066 2.18749 0.27481
S -3.94240 1.34361 0.65060
O -4.90908 1.65279 -0.35965
O -4.26283 1.56977 2.03033
N -3.58425 -0.26725 0.53268
C -3.31428 -0.86066 -0.75861
C -3.74432 -2.33312 -0.75566
C -2.82211 -3.18721 0.11210
C -1.36971 -3.05499 -0.33872
C -0.93203 -1.59384 -0.31507
C -1.84785 -0.75179 -1.19847
C -1.36671 2.08326 1.17060
C -0.12502 2.60065 0.84981
N 3.56914 1.42615 0.72628
C 3.94815 0.03520 0.94019
C 4.40187 -0.67643 -0.35462
C 3.37470 -1.78234 -0.59710
C 2.92741 -2.16465 0.80975
C 2.78045 -0.80767 1.49128
H 3.23657 3.80856 -0.72123
H 2.45131 3.76720 0.87914
H -0.84668 3.86570 -2.19933
H -3.09012 2.91256 -1.60111
H -2.99803 -0.58393 1.28633
H -3.95009 -0.29665 -1.44870
H -4.76906 -2.40185 -0.38992
H -3.72056 -2.70211 -1.78275
H -2.91260 -2.87683 1.15488
H -3.13400 -4.23208 0.05175
H -0.72449 -3.65213 0.30985
H -1.27052 -3.44208 -1.35537
H 0.09411 -1.49778 -0.67270
H -0.95681 -1.21782 0.71130
H -1.52152 0.28826 -1.18402
H -1.77564 -1.10856 -2.22781
H -1.53660 1.59812 2.11941
H 0.68419 2.49906 1.55612
H 4.09756 2.12817 1.21728
H 4.76956 0.05994 1.66011
H 4.44873 0.02217 -1.18760
H 5.39451 -1.10351 -0.20928
H 3.79121 -2.62029 -1.15313
H 2.52990 -1.37311 -1.15005
H 3.70147 -2.75500 1.30394
H 1.99882 -2.73216 0.81731
H 1.84066 -0.35143 1.18290
H 2.80040 -0.87144 2.57837

=====

The data favor 2; the next most stable structure lies 12.9 kJ/mol above it.

=====

1.
18
Properties=species:S:1:pos:R:3 method="wB97M-V/def2-TZVPD" spin_multiplicity=1 mol_weight_g_mol=122.120 homo_ev=-9.67 gap_ev=10.1
O 2.04105 1.86340 -0.74429
C 1.13437 1.23878 -1.44524
C -0.24332 0.83257 -0.69679
C -0.24010 1.00188 0.82238
C -1.41306 0.31511 1.38829
O -1.42717 -0.45424 2.39505
H 1.18207 1.04753 -2.56734
H -0.92903 1.45511 -1.20016
H -0.43688 -0.20716 -0.91223
H -0.05234 1.92444 1.36475
H 0.62516 0.31830 1.10297
H -2.33152 0.39828 0.81963
O 1.17956 -1.52949 1.76978
H 2.05425 -1.89364 1.75296
H 1.02535 -1.30270 2.68949
O -0.86309 -1.35862 -2.12968
H -0.05656 -1.49707 -2.52228
H -1.24873 -2.15247 -1.88728

=====

2.
18
Properties=species:S:1:pos:R:3 method="wB97M-V/def2-TZVPD" spin_multiplicity=1 mol_weight_g_mol=122.120 homo_ev=-9.71 gap_ev=10.4
O -1.27885 2.74393 -0.99851
C -0.17295 2.38400 -1.39606
C 0.18480 1.00589 -0.91874
C -0.43583 0.60351 0.46156
C 0.21646 -0.58178 1.01670
O 0.98577 -1.28167 0.37446
H 0.41431 2.91827 -2.09028
H -0.07048 0.38390 -1.86736
H 1.35812 0.91633 -0.81372
H -1.48124 0.60410 0.46012
H -0.35352 1.56396 1.10747
H -0.17370 -0.80594 2.03516
O 2.83475 -1.13721 4.11992
H 3.79755 -1.08533 4.35528
H 2.45963 -0.78545 5.05619
O -2.70482 -2.39453 -3.23126
H -3.48052 -2.88662 -3.61696
H -2.09950 -2.16536 -4.05400

=====

The data favor 2; the next most stable structure lies 26.0 kJ/mol above it.

=====

1.
15
Properties=species:S:1:pos:R:3 method="wB97M-V/def2-TZVPD" spin_multiplicity=6 charge=+1 mol_weight_g_mol=248.097 homo_ev="-12.93 / -13.36" gap_ev="7.2 / 7.7"
O 2.50682 1.78288 0.30269
Pm 3.86350 0.22731 1.52699
O 0.93684 1.52995 -1.30896
C 1.63759 1.16638 -0.38814
O 1.53049 -0.13174 0.12178
C 0.35179 -0.91229 -0.10815
H 0.19555 -0.97210 -1.19288
H 0.58512 -1.90763 0.28998
C -0.86674 -0.29999 0.58790
C -2.01762 -0.08059 -0.38647
H -1.17207 -0.98270 1.39477
H -0.60073 0.64968 1.07434
H -1.94384 -0.75581 -1.25188
H -2.98246 -0.26548 0.10367
H -2.02424 0.95214 -0.76562

=====

2.
15
Properties=species:S:1:pos:R:3 method="wB97M-V/def2-TZVPD" spin_multiplicity=6 charge=+1 mol_weight_g_mol=248.097 homo_ev="-12.76 / -12.65" gap_ev="8.0 / 6.5"
H -3.30153 -1.66023 2.70700
O -0.97915 -1.58149 -0.33226
C -0.77258 -1.19667 -1.50929
C -0.05431 -0.04228 -1.91054
O 0.64846 0.77570 -1.18567
C 1.32775 0.43820 0.04589
C 0.76988 1.23926 1.21241
O -0.51344 0.91726 1.57436
Pm -1.81195 -0.80381 1.65063
H -1.20159 -1.76678 -2.34959
H -0.08135 0.22848 -2.96865
H 2.37383 0.71555 -0.13429
H 1.26252 -0.64237 0.22236
H 0.84238 2.31225 0.93790
H 1.49109 1.06693 2.03975

=====

The data favor 1; the next most stable structure lies 149.1 kJ/mol above it.

=====

1.
17
Properties=species:S:1:pos:R:3 method="wB97M-V/def2-TZVPD" spin_multiplicity=1 mol_weight_g_mol=135.188 homo_ev=-8.53 gap_ev=9.4
C 0.14678 0.64634 -2.82347
O 1.31083 1.10632 -2.21369
C 1.42103 0.86830 -0.87718
N 0.44784 0.32991 -0.23879
S 0.67862 0.22913 1.49408
C -0.42059 -1.17922 1.85402
C -1.82668 -0.92823 1.41630
O -2.00498 -1.06668 0.00949
H 0.00905 -0.43728 -2.71978
H 0.28454 0.79389 -3.93375
H -0.73521 1.16272 -2.40828
H 2.38093 1.22411 -0.47251
H 0.03961 -2.01489 1.32957
H -0.34166 -1.38175 2.93308
H -2.14105 0.04923 1.81470
H -2.48854 -1.65276 1.90174
H -1.37049 -0.47905 -0.46296

=====

2.
17
Properties=species:S:1:pos:R:3 method="wB97M-V/def2-TZVPD" spin_multiplicity=1 mol_weight_g_mol=135.188 homo_ev=-8.90 gap_ev=9.4
O -0.44612 -1.89276 -0.87952
C -0.30788 -0.94369 -0.13169
C 0.20120 0.39140 -0.58611
C 0.77215 0.38478 -1.99282
S 2.50592 -0.14213 -2.10962
N -0.78452 -1.05784 1.14833
C -0.85387 -0.20014 2.31375
O -0.91248 1.17565 2.02539
H 0.99688 0.66313 0.08037
H -0.47353 1.22770 -0.42216
H 0.28925 -0.39699 -2.57368
H 0.58447 1.31195 -2.51429
H 2.93558 0.79287 -2.95618
H -1.14918 -1.96793 1.34684
H 0.02342 -0.26815 2.95267
H -1.74937 -0.48312 2.86975
H -1.63193 1.40526 1.42898

=====

3.
17
Properties=species:S:1:pos:R:3 method="wB97M-V/def2-TZVPD" spin_multiplicity=1 mol_weight_g_mol=135.188 homo_ev=-9.14 gap_ev=8.4
C -0.13250 0.49679 1.09218
N -0.51147 -0.96366 0.87232
C -1.54307 -0.98227 -0.17460
O -2.57417 -0.12266 0.17383
O -1.34003 -1.87099 -1.07323
C 0.39471 1.13600 -0.25461
C 1.17500 0.22028 -1.12141
S 2.70452 -0.40270 -0.24261
H 0.60946 0.52197 1.94147
H -1.03243 1.11385 1.46088
H -0.92245 -1.32499 1.69652
H -1.61982 0.22085 -0.49146
H -0.50296 1.27051 -0.85860
H 0.81079 2.07987 0.03744
H 0.43655 -0.58902 -1.41294
H 1.56929 0.65200 -2.02938
H 2.47858 -1.45585 0.38419

=====

4.
17
Properties=species:S:1:pos:R:3 method="wB97M-V/def2-TZVPD" spin_multiplicity=1 mol_weight_g_mol=135.188 homo_ev="-9.09 / -9.09" gap_ev="9.0 / 9.0"
C 2.13602 0.15917 0.47432
C -0.85137 -0.45394 0.79194
C 0.31129 -0.83995 -1.44119
C 0.12218 -1.23819 0.02104
N 1.13776 2.08319 0.84144
O 4.16795 -0.87228 -0.57893
O 1.42810 -0.88656 0.71083
S 3.61840 0.41972 -0.05505
H -1.89089 -0.73685 0.49722
H -0.67706 -0.64507 1.92141
H -0.78008 0.55297 0.42352
H 0.74878 0.23978 -1.52760
H -0.65352 -0.93893 -1.87259
H 0.97765 -1.44138 -2.06924
H -0.04411 -2.40635 -0.01130
H 1.19725 2.16638 1.86106
H 2.00384 2.66693 0.45894

=====

The data favor 2; the next most stable structure lies 91.0 kJ/mol above it.

=====

1.
11
Properties=species:S:1:pos:R:3 method="wB97M-V/def2-TZVPD" spin_multiplicity=1 charge=-1 mol_weight_g_mol=59.088 homo_ev=-2.01 gap_ev=6.5
C 0.08815 -1.13237 0.61124
C -0.59567 -0.08263 -0.26104
C 0.30314 1.19075 -0.41984
O -0.09339 2.04346 -1.36652
H -0.51720 -2.02153 0.84895
H 0.37991 -0.69308 1.56593
H 0.98640 -1.44904 0.08090
H -0.67714 -0.48881 -1.26726
H -1.56566 0.23849 0.12807
H 0.34152 1.62354 0.63227
H 1.34995 0.77121 -0.55271

=====

2.
11
Properties=species:S:1:pos:R:3 method="wB97M-V/def2-TZVPD" spin_multiplicity=1 charge=-1 mol_weight_g_mol=59.088 homo_ev=-0.89 gap_ev=5.6
O -0.77826 -2.54297 -0.85925
H -1.44146 -2.29003 -0.24250
C -0.56097 0.34148 1.03026
C 0.00028 0.81013 -0.17732
C 1.34815 1.17455 -0.30028
H -1.60983 0.06893 0.98100
H 0.00810 -2.06352 -0.59454
H 0.04844 0.37132 1.92308
H -0.62425 1.17699 -0.99110
H 1.74157 1.32258 -1.30726
H 1.86822 1.63054 0.53791

=====

The data favor 1; the next most stable structure lies 118.2 kJ/mol above it.